# 1
{
  "formula": "C4H12",
  "method": "wB97M-V/def2-TZVPD",
  "charge": 0,
  "relative_energy_kcal_mol": 7.57,
  "smiles": "CC.CC",
  "max_force_ev_per_a": 1.49,
  "multiplicity": 1,
  "symbols": ["C", "C", "H", "H", "H", "H", "H", "H", "C", "C", "H", "H", "H", "H", "H", "H"],
  "xyz": [[0.637, 1.853, 0.708], [1.780, 1.075, 1.344], [-0.027, 2.207, 1.491], [1.036, 2.691, 0.119], [0.148, 1.337, -0.081], [2.371, 0.544, 0.588], [1.417, 0.254, 1.967], [2.452, 1.696, 1.909], [-0.968, -0.969, -1.532], [-1.436, -1.968, -0.494], [0.095, -0.727, -1.456], [-1.040, -1.297, -2.572], [-1.466, -0.001, -1.543], [-0.733, -2.227, 0.262], [-1.710, -2.928, -0.939], [-2.345, -1.601, -0.015]],
  "atomic_forces_ev_per_a": [[1.1491, 0.9259, 0.0776], [-0.1172, -1.1464, -0.7144], [-0.3216, 0.1367, -0.3085], [0.0370, 0.2902, 0.6090], [-0.8851, -1.0510, -0.1663], [0.0724, 0.3178, -0.0591], [-0.0977, 0.2683, 0.2480], [0.1592, 0.2677, 0.3271], [1.0041, 0.5459, -0.9561], [-1.2678, -0.2871, -0.5976], [0.0442, -0.0670, 0.3111], [-0.3009, -0.4019, 0.1378], [-0.2602, -0.0682, 0.4317], [0.7418, 0.2115, 0.6255], [-0.0110, 0.1272, -0.1493], [0.0536, -0.0694, 0.1835]]
}

# 2
{
  "formula": "C21H32N4O5S",
  "method": "wB97M-V/def2-TZVPD",
  "charge": 0,
  "relative_energy_kcal_mol": 2.17,
  "smiles": "CCOC(=O)N1CCN(S(=O)(=O)N2CCC[C@@H](C(=O)N[C@@H](C)c3ccccc3)C2)CC1",
  "max_force_ev_per_a": 1.44,
  "multiplicity": 1,
  "symbols": ["C", "C", "O", "C", "O", "N", "C", "C", "N", "S", "O", "O", "N", "C", "C", "C", "C", "C", "O", "N", "C", "C", "C", "C", "C", "C", "C", "C", "C", "C", "C", "H", "H", "H", "H", "H", "H", "H", "H", "H", "H", "H", "H", "H", "H", "H", "H", "H", "H", "H", "H", "H", "H", "H", "H", "H", "H", "H", "H", "H", "H", "H", "H"],
  "xyz": [[7.536, 1.163, -0.639], [6.518, 1.291, -1.756], [5.238, 0.928, -1.237], [4.205, 1.090, -2.093], [4.321, 1.548, -3.205], [3.034, 0.645, -1.573], [2.845, 0.271, -0.189], [2.067, 1.377, 0.537], [0.841, 1.724, -0.156], [-0.416, 0.668, 0.151], [-1.486, 1.051, -0.726], [0.001, -0.701, 0.154], [-0.742, 1.097, 1.702], [-1.413, 2.363, 1.893], [-2.907, 2.170, 2.143], [-3.106, 1.256, 3.349], [-2.395, -0.097, 3.176], [-3.224, -1.043, 2.300], [-3.935, -1.884, 2.818], [-3.157, -0.852, 0.973], [-3.840, -1.716, 0.020], [-4.691, -0.861, -0.916], [-2.815, -2.555, -0.711], [-2.010, -2.010, -1.704], [-1.048, -2.784, -2.327], [-0.876, -4.109, -1.967], [-1.670, -4.658, -0.976], [-2.632, -3.884, -0.351], [-0.935, 0.105, 2.737], [1.044, 2.037, -1.561], [1.797, 0.911, -2.275], [7.277, 1.826, 0.183], [8.521, 1.427, -1.012], [7.557, 0.142, -0.268], [6.470, 2.316, -2.139], [6.762, 0.628, -2.594], [3.816, 0.114, 0.279], [2.260, -0.653, -0.158], [1.785, 1.051, 1.539], [2.676, 2.283, 0.606], [-0.950, 2.871, 2.747], [-1.232, 2.947, 0.991], [-3.369, 1.739, 1.254], [-3.371, 3.139, 2.332], [-2.699, 1.751, 4.235], [-4.169, 1.080, 3.521], [-2.373, -0.591, 4.153], [-2.507, -0.202, 0.564], [-4.484, -2.370, 0.618], [-5.124, -1.481, -1.697], [-5.494, -0.385, -0.357], [-4.083, -0.085, -1.376], [-2.120, -0.974, -1.983], [-0.428, -2.350, -3.098], [-0.123, -4.711, -2.455], [-1.539, -5.691, -0.686], [-3.245, -4.311, 0.430], [-0.353, 0.424, 3.611], [-0.515, -0.828, 2.357], [0.058, 2.186, -2.000], [1.616, 2.968, -1.618], [2.041, 1.193, -3.300], [1.186, 0.003, -2.266]],
  "atomic_forces_ev_per_a": [[-0.4407, -0.0406, -0.1967], [0.4066, 0.2031, -0.2415], [-0.1724, -0.0580, 0.1933], [0.0577, -0.1412, -0.0225], [0.1593, 0.2034, -0.2860], [-0.0057, -0.0894, 0.1092], [0.0715, 0.0086, 0.3652], [0.4170, -0.3782, 0.2692], [-0.9581, -0.3741, 0.0940], [0.8935, 0.8435, 0.7427], [-0.1510, 0.1816, -0.1539], [0.0465, -0.0777, 0.1747], [0.0873, -0.4214, -0.8605], [-0.3107, 0.5031, -0.1945], [0.2317, 0.0326, 0.1801], [-0.0879, -0.0547, -0.1652], [0.0101, -0.0291, 0.0969], [0.3366, 0.3678, 0.3997], [-0.2332, -0.2781, 0.2000], [-0.1212, -0.0675, -0.3304], [-0.1738, -0.0200, -0.0477], [0.0446, -0.1998, 0.1734], [-0.0908, -0.1146, 0.0143], [-0.1038, -0.1276, -0.0458], [0.0233, 0.0443, -0.0759], [0.0841, -0.0673, -0.0354], [0.0556, -0.1042, 0.0199], [-0.0384, 0.0571, 0.0057], [0.0426, -0.6063, 0.2375], [-0.1150, -0.1225, -0.6344], [-0.0267, 0.3338, -0.2469], [0.0332, 0.0708, 0.0981], [0.1113, 0.0229, -0.0186], [0.0718, -0.0964, 0.0641], [0.0149, -0.1898, 0.0235], [-0.0535, 0.1270, 0.0895], [-0.1539, -0.0305, 0.0104], [0.2013, 0.0830, 0.0361], [0.2147, 0.0685, 0.1104], [-0.0477, -0.0502, 0.0416], [0.0166, 0.0191, -0.0641], [-0.0477, 0.2306, 0.1848], [-0.0529, 0.0704, -0.0420], [-0.0165, 0.0146, -0.0560], [-0.0277, 0.0056, 0.0594], [0.0172, 0.0179, 0.1006], [0.0053, 0.0053, -0.2044], [-0.2876, 0.0066, 0.1462], [0.1624, 0.1161, -0.1508], [-0.0536, -0.0119, -0.1093], [-0.0498, 0.0692, 0.0411], [0.0215, 0.0984, -0.1128], [-0.0339, 0.1015, -0.0512], [0.0555, 0.0371, -0.0653], [0.0493, -0.0435, -0.0408], [0.0054, -0.0789, 0.0167], [-0.0798, -0.0296, 0.0854], [-0.0489, -0.0493, -0.0728], [0.0138, -0.0099, 0.2531], [0.1471, 0.1397, -0.1429], [-0.0465, -0.0490, 0.0197], [-0.1145, -0.0877, 0.1038], [0.0344, 0.0161, -0.0919]]
}

- What is the formula in the second record?
  C21H32N4O5S